1.
Entry from the Open Molecules 2025 dataset: one molecule with the formula C3H5NOS (ωB97M-V/def2-TZVPD).

Last column: Mulliken charge in e.
Cartesian coordinates (Å):
1 C -1.59 -0.94 0.16  -0.4631
2 O -0.37 -0.23 0.49  -0.3423
3 C 0.46 0.37 -0.42  0.4384
4 N 1.01 1.65 0.05  -0.5027
5 C 1.90 0.44 -0.04  -0.1399
6 S 3.18 -0.62 -0.07  -0.2816
7 H -2.41 -0.49 0.85  0.1816
8 H -1.37 -2.02 0.40  0.2057
9 H -1.70 -0.52 -0.94  0.2728
10 H 0.12 0.34 -1.48  0.3277
11 H 0.77 2.03 1.00  0.3032

Computed properties:
**Relative energy (zero: lowest compared OMol25 entry of this formula, charge and spin)**: 98.0 kcal/mol
**Molar mass**: 103.1 Da
**SMILES**: CO[C@H]1NC1=S
**Lowest unoccupied orbital energy**: -0.1 eV
**E_HOMO**: -8.332 eV
**Kohn-Sham gap**: 8.25 eV
**Charge**: 0

=====

2.
Entry from the Open Molecules 2025 dataset: a 13-piece molecular cluster, H28NO12 overall (ωB97M-V/def2-TZVPD).

Last column: Mulliken charge in e.
Cartesian coordinates (Å):
1 N -3.35 -0.45 -0.51  -0.2766
2 H -3.10 -0.66 -1.47  0.3122
3 H -2.84 -1.01 0.17  0.3108
4 H -3.08 0.51 -0.25  0.2830
5 H -4.34 -0.67 -0.47  0.3614
6 H 1.38 -3.23 1.23  0.2530
7 H 1.50 -2.11 2.20  0.2783
8 O 1.22 -2.28 1.30  -0.5013
9 H 2.71 0.95 -1.98  0.2036
10 H 2.86 2.45 -1.44  0.2468
11 O 2.28 1.70 -1.57  -0.5991
12 H 0.12 -0.95 -3.58  0.2750
13 H 1.17 0.27 -3.30  0.3030
14 O 0.66 -0.46 -2.96  -0.5653
15 H 1.34 -0.55 4.41  0.3094
16 H 1.28 0.17 3.06  0.3697
17 O 1.86 0.01 3.83  -0.6294
18 H -0.66 0.93 2.84  0.3735
19 H -0.15 0.86 1.45  0.5966
20 O -0.34 0.25 2.22  -1.0311
21 H -0.29 -0.02 -1.24  0.2656
22 H 0.02 -0.99 -0.05  0.2703
23 O -0.66 -0.40 -0.42  -0.4821
24 H -3.15 3.31 -0.39  0.2760
25 H -1.85 2.33 -0.94  0.2869
26 O -2.69 2.50 -0.60  -0.6357
27 H -3.48 1.09 2.22  0.2839
28 H -2.13 0.21 2.25  0.4330
29 O -3.05 0.27 1.94  -0.6229
30 H -1.80 -2.75 -2.60  0.3109
31 H -1.20 -1.61 -1.81  0.4091
32 O -1.90 -1.80 -2.45  -0.6814
33 H 3.39 0.14 0.20  0.3259
34 H 2.54 -0.31 1.67  0.1953
35 O 2.63 -0.05 0.76  -0.4104
36 H 1.19 1.32 -0.19  0.3484
37 H 0.78 2.78 0.15  0.2330
38 O 0.47 1.87 0.19  -0.6513
39 H 3.17 -0.86 -1.88  0.3445
40 H 3.63 -1.78 -0.72  0.3257
41 O 3.86 -1.00 -1.24  -0.6982

Computed properties:
**Relative energy (zero: lowest compared OMol25 entry of this formula, charge and spin)**: 21.3 kcal/mol
**Molar mass**: 234.2 Da
**Lowest unoccupied orbital energy**: -2.7 eV
**E_HOMO**: -13.163 eV
**Kohn-Sham gap**: 10.50 eV
**Charge**: +1

=====

3.
Entry from the Open Molecules 2025 dataset: one molecule with the formula C17H20N2O3S (ωB97M-V/def2-TZVPD).

Last column: Mulliken charge in e.
Cartesian coordinates (Å):
1 C 0.56 5.45 -1.18  -1.3027
2 C 1.01 4.01 -1.28  0.6897
3 O 2.12 3.63 -0.98  -0.5977
4 N 0.03 3.18 -1.76  -0.2469
5 C 0.11 1.78 -1.88  0.3595
6 C -0.89 1.01 -1.31  -1.0064
7 C -0.88 -0.37 -1.40  0.4416
8 S -2.31 -1.10 -0.60  1.4687
9 O -2.29 -2.54 -0.60  -0.6811
10 O -3.48 -0.44 -1.11  -0.7531
11 N -2.16 -0.52 0.97  -0.1965
12 C -1.42 -1.21 1.93  0.9029
13 C -1.85 -1.28 3.25  -0.8751
14 C -1.09 -1.94 4.20  -0.8294
15 C 0.10 -2.56 3.85  0.7906
16 C 0.92 -3.30 4.87  -1.3777
17 C 0.52 -2.49 2.53  -1.1335
18 C -0.22 -1.82 1.58  0.3349
19 C 0.13 -1.03 -2.08  0.6545
20 C 0.20 -2.52 -2.22  -1.9942
21 C 1.12 -0.24 -2.66  -0.8553
22 C 1.14 1.14 -2.59  1.1598
23 C 2.20 1.92 -3.30  -1.7001
24 H -0.20 5.54 -0.41  0.3340
25 H 0.14 5.78 -2.13  0.3341
26 H 1.41 6.07 -0.93  0.3574
27 H -0.91 3.55 -1.75  0.2862
28 H -1.71 1.48 -0.79  0.2984
29 H -3.04 -0.14 1.30  0.2713
30 H -2.78 -0.80 3.54  0.3249
31 H -1.44 -1.98 5.22  0.3233
32 H 1.97 -3.01 4.80  0.3455
33 H 0.86 -4.37 4.68  0.2959
34 H 0.56 -3.11 5.87  0.3523
35 H 1.45 -2.96 2.24  0.3794
36 H 0.12 -1.76 0.56  0.1205
37 H 1.15 -2.89 -1.82  0.3929
38 H -0.62 -3.00 -1.71  0.3292
39 H 0.16 -2.79 -3.28  0.4931
40 H 1.91 -0.74 -3.20  0.3849
41 H 2.89 2.35 -2.58  0.3274
42 H 1.76 2.74 -3.86  0.3511
43 H 2.75 1.28 -3.98  0.4457

Computed properties:
**Relative energy (zero: lowest compared OMol25 entry of this formula, charge and spin)**: 21.3 kcal/mol
**Molar mass**: 332.4 Da
**SMILES**: CC(=O)Nc1cc(S(=O)(=O)Nc2ccc(C)cc2)c(C)cc1C
**Lowest unoccupied orbital energy**: 0.5 eV
**E_HOMO**: -8.397 eV
**Kohn-Sham gap**: 8.91 eV
**Charge**: 0

=====

4.
Entry from the Open Molecules 2025 dataset: a 8-piece molecular cluster, C30H59Cl14N2O2S2 overall (ωB97M-V/def2-TZVPD).

Last column: Mulliken charge in e.
Cartesian coordinates (Å):
1 C 2.82 -0.83 2.87  -1.1606
2 C 3.36 -1.12 1.46  0.0438
3 C 3.96 0.06 0.70  -1.0664
4 C 2.98 0.96 -0.09  -0.4819
5 N 1.69 0.33 -0.40  0.3437
6 C 0.71 1.34 -0.93  -0.8155
7 C -0.73 1.19 -0.40  -0.8045
8 C -1.81 1.09 -1.50  -0.8420
9 C -2.78 -0.10 -1.36  -0.2206
10 C -4.05 0.16 -0.58  -0.2161
11 N -3.64 0.42 0.84  -0.4705
12 C -4.84 -1.13 -0.60  -0.7445
13 C -6.13 -1.11 0.22  0.1513
14 C -6.79 -2.44 0.40  0.1849
15 O -7.45 -2.75 1.36  -0.5641
16 O -6.62 -3.31 -0.62  -0.3891
17 C 1.75 -0.76 -1.31  -0.1798
18 S 0.60 -1.90 -1.29  -0.2575
19 S 3.09 -0.78 -2.50  -0.0974
20 C 3.74 -2.46 -2.25  -0.3335
21 C 3.05 -3.62 -2.98  -0.1229
22 C 2.39 -3.26 -4.31  -1.2405
23 H 2.86 0.22 3.17  0.1288
24 H 1.77 -1.11 2.94  0.2908
25 H 3.34 -1.45 3.61  0.3721
26 H 2.57 -1.60 0.88  -0.0680
27 H 4.15 -1.87 1.55  0.4547
28 H 4.49 0.71 1.40  0.4938
29 H 4.72 -0.31 0.00  0.3176
30 H 2.73 1.84 0.52  0.5700
31 H 3.48 1.36 -0.98  0.1254
32 H 0.71 1.32 -2.03  0.2504
33 H 1.11 2.32 -0.66  0.6685
34 H -0.78 0.32 0.25  0.5438
35 H -0.94 2.06 0.23  0.3896
36 H -1.30 1.01 -2.47  0.3751
37 H -2.42 2.00 -1.52  0.2770
38 H -3.07 -0.45 -2.36  0.4943
39 H -2.22 -0.93 -0.87  -0.2252
40 H -4.48 0.54 1.41  0.2139
41 H -3.20 1.33 0.88  0.1393
42 H -5.11 -1.34 -1.64  0.1575
43 H -4.21 -1.99 -0.26  0.0925
44 H -6.82 -0.41 -0.25  0.1910
45 H -5.96 -0.76 1.24  -0.0028
46 H -6.67 -4.21 -0.24  0.3231
47 H 4.79 -2.42 -2.53  0.2171
48 H 3.71 -2.63 -1.17  0.0747
49 H 3.82 -4.39 -3.17  0.2589
50 H 2.31 -4.06 -2.32  0.3050
51 H 2.93 -2.48 -4.84  0.2592
52 H 1.37 -2.91 -4.15  0.3041
53 H 2.34 -4.14 -4.96  0.3437
54 Cl 1.47 3.15 3.09  -0.0895
55 C 1.13 3.61 4.77  -0.1246
56 C 1.36 2.46 5.73  -0.6100
57 Cl 0.16 1.16 5.51  -0.1681
58 H 0.10 3.96 4.82  -0.0879
59 H 1.80 4.43 5.02  0.3168
60 H 1.26 2.82 6.75  0.3355
61 H 2.34 2.03 5.58  0.4047
62 Cl 0.44 5.13 -2.67  -0.1614
63 C 1.68 5.32 -3.93  -0.4162
64 C 1.95 4.02 -4.66  -0.5768
65 Cl 2.74 2.83 -3.59  -0.0995
66 H 2.58 5.70 -3.46  0.2940
67 H 1.31 6.06 -4.64  0.3028
68 H 2.63 4.20 -5.49  0.3407
69 H 1.03 3.58 -5.02  0.3078
70 Cl -8.80 -1.04 6.64  -0.2180
71 C -8.92 -2.03 5.15  -0.4373
72 C -8.90 -1.20 3.90  -0.1951
73 Cl -10.39 -0.22 3.73  -0.2235
74 H -9.83 -2.62 5.23  0.3284
75 H -8.06 -2.70 5.15  0.3272
76 H -8.84 -1.85 3.03  0.1141
77 H -8.05 -0.53 3.88  0.3141
78 Cl 6.90 -3.99 -2.86  -0.1903
79 C 7.13 -5.06 -4.28  -0.4622
80 C 7.20 -4.28 -5.56  -0.3556
81 Cl 5.63 -3.54 -5.97  -0.1741
82 H 6.31 -5.77 -4.28  0.3781
83 H 8.07 -5.59 -4.13  0.2599
84 H 7.46 -4.95 -6.38  0.2310
85 H 7.93 -3.48 -5.50  0.2992
86 Cl -4.22 6.18 7.30  -0.2069
87 C -3.32 5.72 5.84  -0.4352
88 C -2.83 4.30 5.89  -0.4559
89 Cl -1.56 4.07 7.12  -0.1852
90 H -2.49 6.42 5.73  0.3326
91 H -3.99 5.84 4.99  0.3197
92 H -2.40 4.03 4.93  0.2619
93 H -3.64 3.60 6.11  0.3837
94 Cl -7.55 4.89 4.41  -0.1772
95 C -8.78 4.64 3.14  -0.4310
96 C -9.02 3.18 2.85  -0.5192
97 Cl -7.62 2.42 2.04  -0.1231
98 H -8.45 5.17 2.25  0.3216
99 H -9.70 5.09 3.50  0.3207
100 H -9.87 3.08 2.17  0.2913
101 H -9.23 2.62 3.76  0.2719
102 Cl 10.19 -4.53 -7.04  -0.1561
103 C 11.84 -4.36 -6.37  -0.4513
104 C 12.05 -5.27 -5.19  -0.4813
105 Cl 11.05 -4.79 -3.79  -0.1572
106 H 11.97 -3.32 -6.09  0.3143
107 H 12.54 -4.61 -7.16  0.3133
108 H 13.09 -5.23 -4.87  0.3235
109 H 11.79 -6.30 -5.44  0.3090

Computed properties:
**Molar mass**: 1040.3 Da
**Lowest unoccupied orbital energy**: 1.4 eV
**E_HOMO**: -1.116 eV
**Kohn-Sham gap**: 2.55 eV
**Charge**: -1

=====

5.
Entry from the Open Molecules 2025 dataset: CH6N4O3 as an isolated structure (ωB97M-V/def2-TZVPD).

Last column: Mulliken charge in e.
Cartesian coordinates (Å):
1 C 0.45 -0.15 -0.74  0.3010
2 N 1.18 1.02 -0.60  -0.4393
3 N 0.75 -1.25 -0.12  -0.7520
4 N -1.28 -0.48 1.22  -0.8646
5 N -0.43 -0.06 -1.77  -0.8944
6 O 1.68 1.35 0.69  -0.7196
7 O 1.97 -1.08 0.82  -0.6321
8 O -2.51 0.00 0.86  -0.4809
9 H 0.64 1.86 -0.82  0.2890
10 H -0.83 -1.04 0.37  0.6625
11 H -0.61 0.29 1.27  0.4312
12 H -2.38 0.45 0.03  0.3497
13 H -0.58 -1.02 -2.08  0.3140
14 H 1.98 0.10 0.86  0.4355

Computed properties:
**Relative energy (zero: lowest compared OMol25 entry of this formula, charge and spin)**: 18.1 kcal/mol
**Molar mass**: 122.1 Da
**Lowest unoccupied orbital energy**: 7.1 eV
**E_HOMO**: 1.603 eV
**Kohn-Sham gap**: 5.53 eV
**Charge**: -2

=====

6.
Entry from the Open Molecules 2025 dataset: a 2-piece molecular cluster, C3H9N2S overall (ωB97M-V/def2-TZVPD).

Last column: Mulliken charge in e.
Cartesian coordinates (Å):
1 C 0.71 1.10 -0.02  0.0824
2 C 1.62 -1.40 0.20  -0.8706
3 C -1.68 -0.40 -0.62  -0.1378
4 N 0.79 2.40 -0.13  -0.3126
5 N -2.35 -0.54 0.45  -0.1383
6 S 2.26 0.26 0.19  -0.0248
7 H -0.68 0.36 -0.37  0.1530
8 H 1.15 -1.49 -0.86  0.2468
9 H 1.12 -1.74 1.07  0.3301
10 H 2.42 -2.03 0.21  0.4069
11 H -1.82 -1.41 -1.18  0.2782
12 H 0.05 3.00 -0.43  0.2278
13 H -2.40 0.36 1.02  0.2969
14 H 1.77 2.79 -0.17  0.2283
15 H -2.97 -1.26 0.63  0.2338

Computed properties:
**Relative energy (zero: lowest compared OMol25 entry of this formula, charge and spin)**: 86.6 kcal/mol
**Molar mass**: 105.2 Da
**Lowest unoccupied orbital energy**: -4.2 eV
**E_HOMO**: -13.099 eV
**Kohn-Sham gap**: 8.87 eV
**Charge**: +1

=====

7.
Entry from the Open Molecules 2025 dataset: C7H6FO3S as an isolated structure (ωB97M-V/def2-TZVPD).

Last column: Mulliken charge in e.
Cartesian coordinates (Å):
1 C -0.90 -0.33 -1.42  -0.6161
2 C 0.30 -0.92 -1.31  -0.2673
3 C -1.33 0.54 -0.39  -0.2632
4 C 1.10 -0.66 -0.26  -0.3805
5 C -0.51 0.89 0.62  -0.6430
6 C 0.74 0.21 0.74  0.7147
7 C 1.57 0.38 1.91  -0.6014
8 O -0.05 -0.53 3.86  -0.6214
9 O 2.32 -1.29 3.94  -0.6019
10 O 0.55 -2.83 3.21  -0.6198
11 F 2.92 0.00 1.60  -0.2989
12 S 1.02 -1.39 3.32  1.0354
13 H -1.63 -0.60 -2.10  0.4249
14 H 0.72 -1.50 -2.17  0.2884
15 H -2.34 0.97 -0.29  0.2860
16 H 1.76 -1.41 -0.02  0.3661
17 H -0.79 1.66 1.34  0.3493
18 H 1.60 1.12 2.75  0.4488

Computed properties:
**Relative energy (zero: lowest compared OMol25 entry of this formula, charge and spin)**: 59.2 kcal/mol
**Molar mass**: 189.2 Da
**Lowest unoccupied orbital energy (alpha / beta)**: 3.4 / 3.4 eV
**E_HOMO (alpha / beta)**: -4.031 / -4.031 eV
**Kohn-Sham gap (alpha / beta)**: 7.43 / 7.43 eV
**Charge**: -1

=====

Computed max |F| (eV Å⁻¹) in order:
3.22, 3.88, 0.96, 1.42, 3.23, 4.58, 4.03